[1]
Below is the ion C5H12N2O with charge -1 at a distorted geometry, with properties calculated with ωB97M-V/def2-TZVPD.

Summary:
* <S²>: 0.750
* total charge: -1
* relative energy (zero: lowest compared OMol25 entry of this formula, charge and spin): 156.7 kJ/mol
* LUMO (alpha / beta): 0.1457 / 0.1474 hartree
* frontier orbital gap (alpha / beta): 2.68 / 9.66 eV
* F_max: 2.09 eV/A
* multiplicity: 2

Element x y z (Å)
O1 0.555 0.335 1.412
C1 -0.001 0.055 0.379
N1 -0.093 -1.326 -0.057
C2 0.055 -2.223 1.113
C3 0.993 -1.604 -1.017
C4 -0.751 1.113 -0.507
C5 0.308 1.729 -1.469
N2 -1.270 1.997 0.541
H1 1.034 -2.060 1.585
H2 -0.735 -2.125 1.853
H3 0.051 -3.226 0.689
H4 0.567 -1.755 -2.006
H5 1.252 -2.677 -1.002
H6 1.853 -0.946 -0.919
H7 -1.488 0.564 -1.091
H8 0.169 2.804 -1.633
H9 1.232 1.694 -0.874
H10 0.289 1.252 -2.451
H11 -1.776 2.771 0.110
H12 -0.478 2.457 0.981

Partial charges, Mulliken, in e:
1 O -0.195
2 C -0.125
3 N 0.402
4 C -1.325
5 C -2.712
6 C -0.107
7 C -2.380
8 N -0.706
9 H 0.348
10 H 0.258
11 H 0.537
12 H 0.619
13 H 1.044
14 H 0.388
15 H 0.537
16 H 0.967
17 H 0.206
18 H 0.615
19 H 0.343
20 H 0.284



[2]
Below is a structure of composition C41H37BiF5N7O6S4 at a distorted geometry, with properties calculated with ωB97M-V/def2-TZVPD.

Summary:
* total charge: 0
* relative energy (zero: lowest compared OMol25 entry of this formula, charge and spin): 129.7 kJ/mol
* LUMO: 0.0003 hartree
* frontier orbital gap: 7.95 eV
* F_max: 3.01 eV/A

Element x y z (Å)
Bi1 -13.677 -17.514 -0.461
O1 -17.122 -14.710 -0.283
C1 -15.746 -14.905 -0.501
O2 -15.540 -16.251 -0.639
C2 -15.052 -14.263 0.717
C3 -15.693 -13.358 1.563
C4 -15.058 -13.025 2.743
C5 -13.815 -13.550 3.013
C6 -13.281 -14.459 2.136
N1 -13.907 -14.849 1.028
C7 -12.043 -15.228 2.492
O3 -10.935 -14.458 2.486
O4 -11.886 -16.370 2.874
H1 -17.484 -15.609 -0.338
H2 -16.649 -12.969 1.374
H3 -15.525 -12.338 3.418
H4 -13.325 -13.304 3.935
H5 -11.115 -13.566 2.176
N2 -14.213 -18.253 -4.984
C8 -13.810 -18.440 -3.669
S1 -13.018 -17.127 -2.970
N3 -14.082 -19.618 -3.155
N4 -13.525 -19.789 -1.856
C9 -13.421 -20.984 -1.366
C10 -14.007 -22.250 -2.025
C11 -15.306 -22.192 -2.503
C12 -15.837 -23.348 -3.056
C13 -15.059 -24.456 -3.273
C14 -13.742 -24.521 -2.741
C15 -13.256 -23.411 -2.080
C16 -12.995 -21.026 0.063
C17 -13.282 -22.116 0.863
C18 -13.055 -22.066 2.202
C19 -12.636 -20.857 2.768
C20 -12.301 -19.830 1.878
N5 -12.401 -19.911 0.562
H6 -14.295 -17.234 -5.168
H7 -14.940 -18.905 -5.199
H8 -15.851 -21.230 -2.466
H9 -16.809 -23.218 -3.424
H10 -15.405 -25.296 -3.859
H11 -13.095 -25.435 -2.788
H12 -12.269 -23.404 -1.533
H13 -13.739 -22.948 0.296
H14 -13.272 -22.940 2.786
H15 -12.569 -20.655 3.851
H16 -11.801 -18.919 2.270
C21 -9.733 -17.947 -1.346
N6 -9.483 -16.535 -1.501
C22 -8.104 -16.073 -1.680
C23 -7.919 -14.582 -1.377
C24 -9.115 -13.780 -1.844
N7 -10.259 -14.293 -1.163
C25 -11.342 -13.421 -0.730
C26 -10.464 -15.660 -1.086
O5 -11.520 -15.995 -0.527
H17 -9.242 -18.408 -0.454
H18 -9.412 -18.383 -2.270
H19 -10.804 -18.069 -1.267
H20 -7.820 -16.135 -2.757
H21 -7.439 -16.665 -1.004
H22 -7.054 -14.284 -1.944
H23 -7.856 -14.391 -0.300
H24 -9.146 -13.825 -2.913
H25 -9.026 -12.768 -1.467
H26 -10.933 -12.670 -0.057
H27 -12.124 -14.006 -0.261
H28 -11.828 -12.936 -1.538
O6 -15.274 -18.926 -0.072
C27 -16.384 -18.760 0.771
C28 -16.156 -17.780 1.897
C29 -15.030 -17.594 2.541
C30 -15.153 -16.807 3.713
C31 -16.428 -16.339 3.829
S2 -17.444 -16.888 2.613
C32 -16.673 -20.090 1.510
C33 -16.897 -20.338 2.834
C34 -17.075 -21.719 3.055
C35 -16.887 -22.502 1.964
S3 -16.641 -21.504 0.595
C36 -17.589 -18.470 -0.130
C37 -17.581 -18.148 -1.435
C38 -18.952 -17.982 -1.972
C39 -19.833 -18.159 -0.997
S4 -19.118 -18.566 0.545
H29 -14.080 -18.038 2.256
H30 -14.356 -16.628 4.406
H31 -16.887 -15.918 4.694
H32 -16.904 -19.637 3.634
H33 -17.300 -22.123 4.050
H34 -16.882 -23.621 1.935
H35 -16.678 -18.135 -2.050
H36 -19.269 -17.775 -2.982
H37 -20.898 -18.172 -1.129
F1 -15.676 -14.854 -2.852
C40 -15.386 -14.124 -1.780
F2 -14.027 -13.984 -1.767
C41 -16.030 -12.742 -1.970
F3 -15.710 -11.877 -0.962
F4 -17.330 -12.899 -2.063
F5 -15.648 -12.199 -3.136

Mulliken atomic charge list, values in e, 99 entries:
1 Bi 3.067
2 O -0.876
3 C 1.122
4 O -0.112
5 C -0.625
6 C -0.957
7 C -1.246
8 C -0.257
9 C -0.362
10 N 0.934
11 C 0.353
12 O -0.513
13 O -0.527
14 H 0.343
15 H 0.722
16 H 0.481
17 H 0.608
18 H 0.404
19 N -0.532
20 C 0.402
21 S -0.588
22 N -1.178
23 N 0.308
24 C -0.108
25 C -0.552
26 C -0.124
27 C -0.987
28 C -0.614
29 C -0.744
30 C 0.325
31 C 1.396
32 C -0.824
33 C -0.682
34 C -0.917
35 C -0.070
36 N -0.256
37 H 0.291
38 H 0.272
39 H 0.435
40 H 0.528
41 H 0.405
42 H 0.340
43 H 0.381
44 H 0.444
45 H 0.433
46 H 0.419
47 H 0.569
48 C -0.788
49 N 0.294
50 C -0.628
51 C -0.776
52 C -0.653
53 N 0.451
54 C -0.675
55 C -0.422
56 O -0.366
57 H 0.276
58 H 0.399
59 H -0.079
60 H 0.333
61 H 0.268
62 H 0.402
63 H 0.327
64 H 0.313
65 H 0.348
66 H 0.345
67 H -0.371
68 H 0.543
69 O -0.183
70 C 2.601
71 C 0.111
72 C 0.103
73 C -0.930
74 C -1.126
75 S -0.228
76 C 0.022
77 C -0.893
78 C -0.660
79 C -0.645
80 S 0.072
81 C -0.363
82 C -0.509
83 C -0.944
84 C -0.903
85 S 0.024
86 H -0.019
87 H 0.562
88 H 0.551
89 H 0.574
90 H 0.368
91 H 0.419
92 H 0.382
93 H 0.457
94 H 0.486
95 F -0.366
96 C 0.641
97 F -0.124
98 C 0.366
99 F -0.235



Q: Which of these has the lowest relative energy (zero: lowest compared OMol25 entry of this formula, charge and spin)?
A: C41H37BiF5N7O6S4



Q: The lowest relative energy (zero: lowest compared OMol25 entry of this formula, charge and spin) belongs to which entry?
A: C41H37BiF5N7O6S4